A structure of composition C37H37KNO2Se2. Source: OMol25; level of theory: the ωB97M-V functional and the def2-TZVPD basis.

Each line ends with the Mulliken charge.
Cartesian coordinates (Å):
Se 3.44782 0.12083 -0.05605  0.32
Se 2.28626 2.94034 2.00933  0.30
K 0.30237 0.80634 0.65238  0.73
O -0.10243 2.55475 -0.92651  -0.68
O 0.74863 -0.87579 2.25148  -0.89
N -2.18840 0.43741 0.85915  -0.49
C -2.27510 4.12007 -4.91485  -1.08
C 1.24427 -3.45817 6.33741  -0.39
C -3.46350 -1.54906 1.16218  -0.38
C -1.32342 3.26879 -2.85826  -0.36
C 0.51403 -1.22225 -4.07668  -0.58
C 1.29401 -0.10779 -3.77131  -0.65
C 4.07758 1.98536 -0.07707  -0.86
C -1.24007 -3.95944 1.87798  -0.21
C -0.45114 -2.84611 1.58838  -0.45
C 1.77457 -3.81221 5.09700  -0.72
C -0.79982 -1.26152 -3.64482  -0.95
C -0.21751 -1.71406 2.62015  2.42
C -1.04867 2.15342 -1.79215  1.98
C -2.44894 -0.68258 1.55783  0.17
C -1.33135 -0.19511 -2.91968  0.31
C 0.76749 0.93588 -3.03143  -0.24
C -1.72409 5.37461 -4.66696  -0.39
C 2.99953 3.01942 0.19943  -0.10
C -1.50860 -4.92393 0.91998  -0.98
C -0.19581 -3.69259 -0.66242  -0.69
C -0.32377 -2.01306 5.21057  -0.15
C -0.97272 5.56863 -3.51741  -0.87
C 0.19824 -2.55329 6.38701  -0.84
C 4.28990 -0.35391 -1.73371  -1.04
C -2.48315 1.93657 -1.11332  -1.86
C -3.89656 -0.11144 -0.69287  -0.31
C 0.08589 -2.73505 0.30999  0.28
C -0.55893 0.91159 -2.59287  0.07
C 0.18738 -2.36408 3.97042  -0.30
C -0.99073 -4.78848 -0.36416  -0.53
C 1.25254 -3.26805 3.93846  -0.46
C -1.63938 -0.99160 2.80774  -1.71
C -2.07466 3.08274 -4.01666  -0.03
C -4.20466 -1.24549 0.03743  -1.06
C -2.84610 0.70398 -0.28272  0.35
C 3.93378 3.23474 2.96745  -1.04
C -0.77239 4.51911 -2.62279  -0.40
H 4.62355 2.40860 2.81608  0.27
H -2.85607 3.95181 -5.81422  0.38
H -1.42957 -0.06168 3.33987  0.62
H -4.45012 0.13846 -1.58980  0.47
H 3.40674 4.02198 0.04747  0.45
H 0.93062 -2.04639 -4.64321  0.40
H 3.94880 -1.35352 -1.99513  0.33
H 1.64929 -3.88013 7.24924  0.38
H -2.27397 -1.61530 3.44405  0.54
H 1.68037 -3.52274 2.97619  0.42
H -1.20376 -5.53336 -1.12162  0.39
H 2.32031 -0.06067 -4.11650  0.46
H -2.12182 -5.78192 1.17105  0.39
H -1.41950 -2.12345 -3.86263  0.40
H -2.36299 -0.24907 -2.60625  0.29
H 2.12145 2.90457 -0.44669  -0.37
H -1.87710 6.18726 -5.36698  0.38
H 3.97702 0.34486 -2.50566  0.19
H -3.23698 2.03490 -1.89876  0.39
H 4.89881 2.07457 0.63248  0.48
H -5.01249 -1.89594 -0.27698  0.40
H -0.21964 -2.25872 7.34280  0.37
H -1.13625 -1.29942 5.28390  0.33
H -0.53584 6.54034 -3.31619  0.39
H -2.56918 2.82370 -0.48125  0.56
H 0.72083 -1.88881 0.06236  0.24
H 4.48488 2.15053 -1.07623  0.44
H 2.60060 -4.51168 5.03949  0.36
H -2.49559 2.10410 -4.22971  0.35
H -3.65978 -2.44438 1.73622  0.42
H 0.21152 -3.57309 -1.65984  0.45
H -1.64308 -4.07261 2.88006  0.45
H 3.66859 3.29112 4.02049  0.32
H -0.18106 4.62632 -1.72224  0.38
H 1.37096 1.79555 -2.76491  0.34
H 5.37187 -0.35215 -1.62333  0.39
H 4.37624 4.17685 2.64936  0.31

Results
Orbital gap = 6.65 eV
Energy above the lowest of the compared OMol25 structures with the same formula, charge and spin = 0.0 kJ/mol
Net charge = -1